(1)
C40H47Cl5IrNO7SSe2 | ωB97M-V/def2-TZVPD

Positions of all 104 atoms, in Å:
C1 -2.99130 2.60714 -5.02759
H1 -0.58362 4.80164 1.35130
C2 -0.57266 -3.22049 -1.64316
H2 -2.41514 -1.19125 -1.05132
C3 1.38727 -3.60089 1.69836
H3 -7.29901 -2.73808 2.56707
C4 2.83575 -0.21113 -2.21991
H4 -1.56720 -4.49046 0.63198
C5 6.38688 5.07237 -2.84788
H5 0.81632 -1.12736 5.51328
Cl1 -3.66322 4.41370 -3.13417
H6 6.68040 3.80770 -0.47466
C6 0.39727 -2.27625 -1.16382
H7 7.13773 4.40347 -3.27270
C7 -0.00316 1.30642 5.61044
H8 3.67090 0.45525 -1.98117
C8 -4.31172 -1.24121 1.99768
Se1 0.99181 -1.80077 2.28631
S1 2.30398 1.76249 0.18428
H9 1.02098 1.35341 5.24373
C9 -0.22534 -4.10656 -2.65192
H10 -0.68355 -3.06144 3.69042
C10 -3.61358 -0.32121 1.07463
C11 4.13358 -0.96213 0.58422
C12 -6.25113 -2.49546 2.68678
H11 1.55105 4.50347 2.40350
Cl2 -0.76857 -0.73669 -5.04674
H12 -3.86047 -2.20007 -1.23392
H13 -1.65730 -2.73572 0.92457
H14 -0.97783 -4.79514 -3.02002
C13 -0.06712 3.88208 1.08999
H15 2.12431 3.21368 -2.29768
H16 1.66388 -3.57227 0.64828
C14 1.04533 -4.14704 -3.18743
H17 -0.45694 2.29237 5.60568
H18 -6.27114 -1.07601 1.10051
H19 -0.74523 -1.91334 5.80507
C15 5.35298 4.27915 -2.09230
H20 -2.77647 -1.90705 -2.61291
C16 2.85708 -1.45602 -1.33122
O1 0.05287 -1.41287 -0.17039
C17 -2.00728 -3.30930 -1.14019
H21 3.78198 -2.00680 -1.53150
Se2 -1.04489 0.14927 4.45249
C18 3.12366 3.36510 -1.90773
C19 0.20486 -2.49621 3.97570
C20 3.47219 2.78759 -0.69892
Ir1 -0.64165 0.57131 -0.29003
H22 4.72726 -1.87653 0.48269
C21 -2.09169 -3.56812 0.36925
C22 -4.15914 -2.80827 3.83088
H23 -5.96051 -3.88283 4.29820
C23 4.74790 2.93912 -0.17092
C24 4.06594 4.11843 -2.59645
C25 -0.10177 -1.47156 5.04295
H24 1.89338 0.32050 -2.09090
H25 -0.01925 0.89485 6.61691
C26 -5.50101 -3.13463 3.66479
H26 -2.53753 -1.59498 3.11726
O2 -1.63298 2.94960 2.62635
O3 -2.39513 -0.15118 1.17447
H27 1.29347 -4.85335 -3.96963
O4 -0.86017 0.25751 -2.35898
C27 1.71222 -2.35494 -1.71467
C28 -4.42539 0.36367 0.01672
C29 2.00233 -3.28294 -2.70245
Cl3 -3.91287 3.54705 -6.13070
Cl4 -2.05804 2.62361 -1.14203
H28 -0.14947 3.70419 0.02506
H29 4.99974 2.49018 0.78368
C30 -1.59682 0.68775 -4.55132
H30 -5.10043 1.07976 0.49273
H31 5.92967 5.63594 -3.65880
C31 -2.89130 2.98438 -3.69815
N1 2.17528 2.74078 1.52114
C32 -0.74207 2.73136 1.82733
H32 0.93917 -3.19833 4.37508
H33 4.66908 -0.14023 0.09386
C33 -5.66330 -1.55423 1.85754
H34 2.92611 -0.51068 -3.26387
C34 1.43427 4.00582 1.44198
H35 -5.02220 -0.35518 -0.54220
H36 -3.77379 0.89325 -0.66757
H37 0.49893 -4.21693 1.82552
H38 4.01332 -0.72674 1.64191
C35 -2.81618 -2.07197 -1.53511
H39 3.79536 4.58354 -3.53666
H40 -3.57323 -3.29794 4.59986
H41 2.20722 -4.00261 2.29124
O5 2.83623 -1.13944 0.04725
O6 1.07259 1.89114 -0.72335
C36 -2.16690 2.19479 -2.81815
H42 -3.13904 -3.67751 0.66266
C37 -3.57688 -1.86581 3.00666
Cl5 -2.42632 0.96987 -7.09387
O7 -0.24518 1.51737 1.60816
H43 -2.45773 -4.16650 -1.64526
H44 3.01295 -3.33402 -3.09388
C38 -1.51137 1.02585 -3.18858
H45 6.90213 5.76495 -2.18179
C39 5.67933 3.68266 -0.87079
C40 -2.32925 1.44823 -5.45151
H46 1.91589 4.61739 0.67746
H47 1.84966 2.15553 2.28102

Output
Relative energy (zero: lowest compared OMol25 entry of this formula, charge and spin) in kJ/mol: 135.73
Maximum force in hartree/bohr: 0.0468
Total charge: +1
Kohn-Sham gap (spin up / spin down) in eV: 4.320 / 3.962
Spin multiplicity: 2

(2)
C40H47N2O3Rh | ωB97M-V/def2-TZVPD

Positions of all 93 atoms, in Å:
H1 2.75775 -1.98732 -4.31444
C1 -3.71235 -1.07928 1.20274
C2 -0.33476 1.11882 4.63340
C3 -5.01683 0.86588 0.26891
H2 -1.84350 3.80376 -2.34069
H3 0.88581 -3.43146 -4.43086
C4 2.00605 0.75088 1.64981
C5 1.49281 0.92301 3.06958
Rh1 0.30089 -1.26811 -0.06982
C6 2.96654 0.44041 -4.05479
H4 1.38776 3.42471 -0.47125
H5 -0.57219 0.97618 2.50651
C7 2.39030 0.96390 4.13562
C8 -4.61363 -1.68711 2.07038
C9 3.84301 4.07250 1.27213
H6 -2.88872 0.72174 0.42348
C10 -1.28907 -0.24133 -2.35013
H7 -5.02386 1.94827 0.12920
C11 1.98921 -1.79511 -3.56062
C12 0.12956 1.00043 3.32817
H8 0.30424 -1.84444 -4.94270
H9 2.49084 3.24535 2.71763
H10 -0.59106 1.95974 -1.25390
O1 3.78495 -0.74318 2.09229
C13 -3.65811 1.15569 2.36172
C14 4.46349 2.62205 -0.53886
H11 1.69516 -2.45742 -1.49756
C15 2.95842 1.83398 1.17365
H12 -2.46250 -6.09193 0.47515
H13 -3.27882 -0.85266 -1.75467
H14 3.90837 5.02919 1.77363
H15 5.01079 2.44184 -1.45409
H16 0.90887 4.58335 -1.70122
C16 3.00431 1.82367 -4.01724
H17 -2.77532 0.83848 2.91857
C17 -2.66943 -3.26205 0.84326
C18 3.67187 1.61908 -0.00450
C19 -2.75403 -1.88553 0.57022
C20 -0.05822 2.64154 -1.92578
C21 0.56032 1.16496 5.68834
H18 0.38869 -4.88156 0.78206
H19 -3.59830 2.23418 2.20781
H20 -1.29886 -5.97813 -0.83718
C22 -3.58909 -3.82219 1.71962
H21 -0.21124 4.17617 -0.40997
C23 2.70576 -0.63536 1.55361
H22 2.05583 3.59399 -3.29897
H23 -0.81931 -4.98013 2.06902
C24 0.54656 3.76456 -1.07779
H24 -1.58704 0.18160 -3.30337
C25 -3.75576 0.42824 1.01778
H25 3.79848 2.36061 -4.52005
H26 1.04789 1.42746 0.05508
H27 -1.39972 1.17474 4.81930
H28 2.61381 -3.57088 -2.48839
C26 0.69313 -2.41106 -4.09513
N1 -1.81152 -1.30989 -0.32267
H29 -5.91326 0.59395 0.82968
C27 -1.09183 3.23442 -2.89005
O2 2.08629 -1.56851 0.91408
C28 2.01982 2.51295 -3.33412
C29 2.44905 -2.51037 -2.29008
H30 -0.60170 3.90899 -3.59499
H31 -5.08625 0.39566 -0.71257
H32 3.44983 0.88108 3.93775
H33 -4.53231 0.95763 2.98343
H34 -1.60111 2.46337 -3.46528
H35 -2.91473 -5.28476 -1.02968
C30 -1.57683 -4.11746 0.22715
N2 -0.01327 -0.27036 -1.98886
H36 0.20079 1.25675 6.70479
C31 3.04481 3.06868 1.80606
H37 -5.27297 -3.49822 3.00398
C32 1.96042 -0.27931 -3.42031
H38 -5.36309 -1.08247 2.56578
C33 -0.45426 -4.36475 1.24400
H39 3.36954 -2.08657 -1.88873
C34 0.97255 0.43459 -2.71966
H40 -3.54386 -4.88142 1.93755
H41 -0.08118 -2.45249 -3.32985
C35 4.55103 3.85188 0.10065
H42 3.61293 0.65659 -0.50301
H43 2.63044 1.12054 6.25275
O3 0.85915 0.78550 0.75323
H44 -0.07696 -3.43354 1.67607
H45 -1.16040 -3.56153 -0.62044
H46 5.17299 4.63502 -0.31254
H47 3.72836 -0.10140 -4.60326
C36 -2.09915 -5.44323 -0.32336
C37 1.92434 1.08780 5.43337
C38 -2.22983 -0.79935 -1.48337
C39 0.99579 1.84119 -2.67579
C40 -4.56337 -3.04570 2.32362

Output
Relative energy (zero: lowest compared OMol25 entry of this formula, charge and spin) in kJ/mol: 5.18
Maximum force in hartree/bohr: 0.0047
Total charge: 0
Kohn-Sham gap (spin up / spin down) in eV: 7.640 / 7.531
Spin multiplicity: 5